Formula: C29H40N2O2P3Rh
Source: the Open Molecules 2025 dataset
Level of theory: ωB97M-V with the def2-TZVPD basis set

CARTESIAN COORDINATES (ANGSTROEM)
Rh 0.123 0.416 0.244
P -2.585 -0.222 -0.615
P 0.026 -0.243 3.636
P 2.062 1.444 0.259
O -0.574 -4.307 -5.114
O 1.295 -5.786 -0.388
N -0.029 0.053 2.061
N 0.002 1.241 -1.775
C -1.183 1.831 5.048
C -3.967 -2.153 4.858
C 0.037 1.245 4.664
C 1.223 2.838 6.061
C -2.925 -2.077 5.790
C 2.318 -1.689 3.017
C -2.505 -1.253 3.154
C 1.951 -1.271 5.382
C 3.562 0.522 -0.193
C -2.102 0.087 -2.268
C 1.913 2.641 -1.124
C 3.216 -1.789 5.667
C 0.934 2.123 -2.159
C -0.967 0.810 -2.672
C 1.244 1.792 5.136
C -2.693 -2.007 -0.355
C 1.038 2.550 -3.484
C -1.197 2.867 5.982
C 2.475 2.389 1.745
C 3.593 -2.183 3.307
C -1.674 -1.584 5.412
C -1.475 -1.130 4.094
C 1.523 -1.156 4.044
C 4.051 -2.212 4.628
C -0.800 1.136 -4.048
C -4.218 0.467 -0.235
C 0.005 3.361 6.502
C -3.753 -1.758 3.533
C 0.194 2.004 -4.450
H -3.471 -2.402 -1.024
H -1.733 -2.469 -0.617
H 1.810 3.276 -3.724
H 1.943 -5.368 -0.922
H -1.467 -4.137 -4.883
H 0.805 -0.782 -0.538
H -2.945 -2.252 0.682
H -4.241 1.525 -0.529
H 2.166 3.232 6.444
H -4.413 0.390 0.844
H 1.570 3.599 -0.705
H 1.307 -0.932 6.195
H 2.902 2.801 -1.571
H 1.566 2.837 2.165
H 2.902 1.703 2.488
H -1.764 0.495 0.380
H -0.009 4.159 7.247
H 2.200 1.379 4.806
H 1.011 -1.061 0.156
H 0.321 2.263 -5.498
H -4.947 -2.521 5.163
H -2.322 -0.923 2.131
H -2.759 -0.257 -3.075
H 3.376 -0.053 -1.108
H -2.151 3.284 6.308
H 4.384 1.230 -0.371
H 4.225 -2.545 2.495
H 0.718 -5.064 -0.085
H 1.944 -1.689 1.991
H -4.993 -0.082 -0.788
H -4.554 -1.833 2.794
H 3.830 -0.160 0.624
H -1.508 0.695 -4.747
H -0.857 -1.535 6.132
H -0.050 -3.746 -4.515
H 5.057 -2.572 4.850
H 3.554 -1.846 6.703
H -2.119 1.447 4.639
H 3.206 3.178 1.511
H -3.090 -2.397 6.820

Its charge is 0. As for the expectation value of S²: 6.032. As for the spin multiplicity: 5. The orbital gap (spin up / spin down) comes out at 3.22 / 6.40 eV.

---

Formula: C29H41F5P2SSm
Source: the Open Molecules 2025 dataset
Level of theory: ωB97M-V with the def2-TZVPD basis set

CARTESIAN COORDINATES (ANGSTROEM)
Sm -0.174 0.261 1.677
S 0.470 0.121 4.337
P -2.472 -2.940 -1.659
P -2.305 -0.570 0.229
F 5.476 0.969 5.467
F 2.809 1.352 5.956
F 4.399 -1.556 1.561
F 6.272 -0.475 3.251
F 1.759 -1.087 1.933
C 2.347 1.798 -1.269
C 3.195 0.570 4.913
C 1.339 -1.000 -3.956
C 0.836 2.790 2.004
C -2.618 -0.490 2.161
C -2.738 -2.352 0.026
C 0.964 3.405 3.346
C 4.553 0.417 4.644
C -0.311 2.877 1.159
C 2.199 -0.011 4.077
C 0.095 -1.055 -1.116
C 4.014 -0.880 2.666
C -4.047 -3.347 -2.468
C -3.828 0.230 -0.380
C -1.252 -1.517 -4.034
C -0.625 2.860 -1.398
C 1.928 2.295 1.226
C -1.289 -0.611 -1.635
C 1.725 -1.768 -2.922
C 1.465 2.070 -0.101
C 3.354 2.391 1.624
C -0.072 -0.522 -4.180
C 4.964 -0.310 3.519
C -1.545 -4.481 -1.532
C -1.979 -1.485 -2.650
C 2.681 -0.700 2.956
C 0.098 2.480 -0.160
C 0.745 -2.228 -1.910
C -1.553 3.617 1.527
H -2.664 0.548 2.542
H 3.065 0.994 -1.054
H -3.797 -2.508 0.292
H 2.933 2.689 -1.557
H -0.051 2.591 -2.295
H -3.913 -3.351 -3.562
H -0.135 -0.123 -5.211
H -1.619 2.391 -1.459
H -2.110 3.121 2.337
H 0.782 -0.178 -1.069
H -1.311 4.630 1.894
H 2.768 -2.077 -2.734
H -0.257 0.355 -3.537
H -3.743 0.548 -1.428
H -2.031 -1.170 -4.736
H 1.173 2.659 4.121
H -1.297 0.452 -1.909
H -2.232 3.735 0.673
H -0.057 -2.795 -2.392
H 3.952 1.607 1.136
H -2.130 -2.990 0.692
H 1.785 1.491 -2.160
H -1.978 -1.140 2.810
H -3.646 -0.884 2.204
H -2.212 -5.303 -1.830
H -4.814 -2.603 -2.215
H -1.002 -2.539 -4.358
H 0.044 3.921 3.640
H -0.792 3.952 -1.441
H -4.677 -0.462 -0.285
H 2.032 -0.653 -4.737
H -4.028 1.123 0.229
H 0.038 -1.467 -0.067
H 1.252 -2.890 -1.189
H -2.969 -1.032 -2.847
H -4.375 -4.343 -2.146
H 3.460 2.281 2.713
H 3.787 3.370 1.335
H -0.649 -4.542 -2.159
H -1.246 -4.656 -0.489
H 1.786 4.134 3.364

Its charge is +1. The value obtained for the relative energy (zero: lowest compared OMol25 entry of this formula, charge and spin) is 0.0 kcal per mole. As for the expectation value of S²: 8.843. As for the spin multiplicity: 6. The orbital gap (spin up / spin down) comes out at 6.46 / 6.73 eV.

---

Formula: C5H6
Source: the Open Molecules 2025 dataset
Level of theory: ωB97M-V with the def2-TZVPD basis set

CARTESIAN COORDINATES (ANGSTROEM)
C 3.014 0.211 0.040
C 0.505 -0.319 -0.040
C -0.958 -0.499 0.032
C -2.104 0.503 0.088
C 1.690 0.003 0.019
H -1.125 -1.208 0.858
H -3.076 0.140 -0.162
H 3.698 -0.536 0.401
H 3.424 1.149 -0.289
H -1.193 -1.093 -0.865
H -1.909 1.557 0.045

Its charge is 0. The value obtained for the relative energy (zero: lowest compared OMol25 entry of this formula, charge and spin) is 99.3 kcal per mole. The orbital gap (spin up / spin down) comes out at 8.08 / 8.17 eV.

---

Short version: calculated total energy = -68664.949; -91633.203; -5276.893 eV, in the order given.